Formula: C19H21F2N3OS
Source: the Open Molecules 2025 dataset
Level of theory: ωB97M-V/def2-TZVPD

The electronic energy is -1573.9098 a.u. The multiplicity is 1. The SMILES is CN1CCN(C(=O)c2ccccc2Nc2ccc(SC(F)F)cc2)CC1. As for the net charge: 0. Its HOMO-LUMO gap is 8.487 eV. The value obtained for the energy relative to the best compared isomer or geometry (same formula, charge and spin) is 91.6 kcal per mole.

```
47
Properties=species:S:1:pos:R:3:nbo_charge:R:1
C 2.49 1.76 -4.08 -0.41
N 2.36 1.54 -2.65 -0.45
C 3.59 1.06 -1.86 -0.21
C 3.61 1.49 -0.36 -0.24
N 2.32 1.59 0.30 -0.44
C 1.90 0.64 1.19 0.66
O 2.64 -0.31 1.44 -0.61
C 0.79 0.93 2.03 -0.17
C 0.84 2.18 2.80 -0.15
C -0.28 2.58 3.64 -0.24
C -1.48 1.70 3.70 -0.17
C -1.38 0.42 3.09 -0.23
C -0.32 0.13 2.24 0.18
N -0.26 -1.22 1.86 -0.61
C -1.19 -1.74 1.08 0.25
C -2.60 -1.78 1.34 -0.26
C -3.47 -2.25 0.34 -0.19
C -3.03 -2.78 -0.82 -0.24
S -4.21 -3.40 -1.95 0.11
C -4.88 -4.96 -0.99 0.51
F -4.23 -6.05 -1.35 -0.33
F -4.62 -4.73 0.21 -0.31
C -1.59 -2.78 -1.05 -0.15
C -0.81 -2.20 -0.10 -0.29
C 1.17 2.12 -0.60 -0.22
C 1.59 2.67 -1.97 -0.23
H 3.38 2.45 -4.28 0.16
H 2.69 0.81 -4.61 0.20
H 1.61 2.12 -4.59 0.21
H 4.51 1.53 -2.31 0.17
H 3.73 0.07 -2.02 0.20
H 4.02 2.47 -0.35 0.19
H 4.28 0.85 0.32 0.26
H 1.61 2.82 2.72 0.21
H -0.29 3.44 4.29 0.22
H -2.41 1.95 4.23 0.22
H -2.09 -0.30 3.41 0.22
H 0.67 -1.55 1.60 0.41
H -3.11 -1.61 2.22 0.21
H -4.51 -2.23 0.67 0.22
H -5.97 -4.99 -1.01 0.14
H -1.15 -3.01 -2.01 0.22
H 0.24 -2.06 -0.35 0.20
H 0.46 1.26 -0.76 0.20
H 0.62 2.92 -0.12 0.21
H 2.12 3.65 -1.86 0.18
H 0.65 2.82 -2.63 0.22
```